{"formula": "C17H45NO8S5", "method": "the ωB97M-V functional and the def2-TZVPD basis", "species": ["C", "N", "C", "C", "C", "C", "C", "O", "O", "C", "O", "H", "H", "H", "H", "H", "H", "H", "H", "H", "H", "H", "H", "H", "H", "H", "C", "S", "O", "C", "H", "H", "H", "H", "H", "H", "C", "S", "O", "C", "H", "H", "H", "H", "H", "H", "C", "S", "O", "C", "H", "H", "H", "H", "H", "H", "C", "S", "O", "C", "H", "H", "H", "H", "H", "H", "C", "S", "O", "C", "H", "H", "H", "H", "H", "H"], "positions_angstrom": [[-1.66, 1.47, -2.45], [-2.03, 0.38, -1.55], [-0.91, -0.37, -0.97], [-0.83, -0.12, 0.53], [0.17, -0.97, 1.35], [0.96, -2.07, 0.61], [2.06, -1.56, -0.33], [1.83, -2.11, -1.65], [-0.67, 1.30, 0.84], [0.54, 1.86, 0.64], [1.10, 1.89, -0.42], [-0.58, 1.67, -2.42], [-2.16, 2.41, -2.17], [-1.94, 1.26, -3.49], [-2.60, -0.27, -2.06], [0.04, -0.14, -1.47], [-1.11, -1.44, -1.10], [-1.84, -0.32, 0.90], [0.89, -0.32, 1.85], [-0.39, -1.46, 2.15], [0.30, -2.74, 0.05], [1.42, -2.69, 1.38], [2.06, -0.47, -0.40], [3.04, -1.89, 0.02], [2.35, -1.59, -2.27], [0.95, 2.33, 1.55], [-6.45, 0.67, -1.11], [-5.05, -0.28, -0.49], [-4.76, -1.33, -1.52], [-5.92, -1.10, 0.84], [-6.12, 1.21, -1.99], [-7.26, -0.02, -1.37], [-6.77, 1.37, -0.34], [-6.76, -1.66, 0.43], [-6.26, -0.38, 1.58], [-5.22, -1.79, 1.30], [-3.83, -4.28, -0.33], [-4.90, -5.13, 0.84], [-5.17, -4.16, 1.95], [-3.67, -6.28, 1.45], [-4.39, -3.47, -0.78], [-2.97, -3.88, 0.21], [-3.51, -4.99, -1.09], [-2.83, -5.73, 1.85], [-3.35, -6.93, 0.63], [-4.14, -6.88, 2.23], [1.76, 5.18, 4.58], [2.68, 4.56, 3.17], [2.28, 3.14, 3.00], [4.29, 4.54, 3.97], [0.71, 5.22, 4.29], [1.89, 4.50, 5.42], [2.11, 6.18, 4.83], [4.24, 3.91, 4.86], [4.57, 5.56, 4.24], [5.00, 4.13, 3.26], [0.35, 5.28, -4.47], [-0.57, 5.06, -2.94], [-1.06, 6.40, -2.54], [0.85, 4.69, -1.91], [-0.36, 5.56, -5.24], [1.09, 6.07, -4.33], [0.83, 4.34, -4.74], [1.55, 5.53, -1.96], [1.32, 3.77, -2.25], [0.50, 4.55, -0.90], [6.15, -3.32, -1.64], [5.45, -3.77, -0.05], [5.12, -2.50, 0.65], [6.98, -4.38, 0.67], [5.35, -2.88, -2.23], [6.95, -2.60, -1.49], [6.52, -4.22, -2.14], [7.72, -3.58, 0.66], [7.32, -5.24, 0.11], [6.76, -4.67, 1.70]], "homo_ev": -8.0, "charge": 0}



{"formula": "C5H7NO", "method": "the ωB97M-V functional and the def2-TZVPD basis", "species": ["C", "N", "C", "C", "C", "C", "O", "H", "H", "H", "H", "H", "H", "H"], "positions_angstrom": [[1.57, -0.94, 0.70], [0.37, -1.29, 0.52], [-0.64, -0.37, 1.00], [-1.35, 0.31, -0.19], [-0.47, 0.67, -1.37], [0.80, 0.99, -1.33], [1.94, 1.27, -1.33], [2.38, -1.53, 0.27], [1.86, -0.03, 1.24], [-0.21, 0.40, 1.67], [-1.38, -0.93, 1.58], [-1.87, 1.20, 0.19], [-2.13, -0.37, -0.57], [-0.87, 0.61, -2.37]], "de_lowest_kcal_mol": 47.46, "homo_ev": -8.8, "charge": 0, "smiles": "C=NCCC=C=O"}



{"formula": "C18H24N4O3S", "method": "the ωB97M-V functional and the def2-TZVPD basis", "species": ["N", "C", "C", "C", "S", "C", "N", "C", "O", "C", "C", "C", "C", "C", "N", "N", "C", "O", "O", "C", "C", "C", "C", "C", "C", "C", "H", "H", "H", "H", "H", "H", "H", "H", "H", "H", "H", "H", "H", "H", "H", "H", "H", "H", "H", "H", "H", "H", "H", "H"], "positions_angstrom": [[3.40, -2.31, -2.80], [2.41, -2.80, -2.39], [1.04, -3.23, -1.99], [0.96, -4.75, -2.01], [0.41, -5.15, -3.68], [-0.13, -3.47, -4.20], [0.06, -2.69, -2.96], [-0.78, -1.63, -2.68], [-1.69, -1.41, -3.47], [-0.52, -0.55, -1.51], [-1.28, 0.74, -1.68], [-0.76, 1.89, -0.66], [0.78, 2.35, -0.84], [1.14, 2.77, -2.24], [0.68, 4.16, -2.50], [-1.05, -0.98, -0.19], [-0.42, -1.10, 1.07], [0.82, -1.27, 0.96], [-1.16, -1.02, 2.16], [-0.60, -0.91, 3.50], [-0.64, 0.47, 3.98], [-1.54, 0.93, 4.86], [-1.35, 2.10, 5.55], [-0.28, 2.92, 5.24], [0.68, 2.46, 4.28], [0.41, 1.21, 3.65], [0.80, -2.93, -0.93], [1.87, -5.35, -1.78], [0.21, -5.17, -1.26], [-1.00, -3.33, -4.72], [0.65, -3.04, -4.82], [0.57, -0.40, -1.54], [-2.36, 0.65, -1.48], [-1.15, 1.06, -2.70], [-1.52, 2.73, -0.71], [-0.87, 1.46, 0.34], [1.01, 3.23, -0.28], [1.29, 1.41, -0.64], [2.24, 2.78, -2.38], [0.68, 2.03, -2.95], [0.71, 4.27, -3.49], [1.07, 4.96, -1.94], [-1.98, -0.92, -0.05], [0.38, -1.40, 3.54], [-1.23, -1.48, 4.19], [-2.43, 0.42, 5.04], [-2.08, 2.39, 6.27], [-0.13, 3.87, 5.75], [1.46, 3.13, 4.02], [1.26, 0.88, 3.06]], "de_lowest_kcal_mol": 102.40, "homo_ev": -9.0, "charge": 0, "smiles": "N#C[C@@H]1CSCN1C(=O)[C@@H](CCCCN)NC(=O)OCc1ccccc1"}



{"formula": "C24H18BrN5O2Tl", "method": "the ωB97M-V functional and the def2-TZVPD basis", "species": ["Tl", "C", "O", "C", "C", "C", "Br", "C", "C", "C", "O", "C", "N", "C", "C", "C", "C", "C", "C", "N", "H", "H", "H", "H", "H", "H", "H", "H", "H", "H", "H", "N", "C", "C", "C", "C", "C", "C", "C", "N", "C", "C", "N", "C", "H", "H", "H", "H", "H", "H", "H"], "positions_angstrom": [[-0.73, -0.30, 0.24], [0.25, 2.35, -1.96], [0.68, 1.07, -1.52], [1.91, 0.64, -1.94], [2.68, 1.30, -2.89], [3.93, 0.80, -3.24], [4.94, 1.73, -4.55], [4.43, -0.34, -2.65], [3.67, -1.02, -1.70], [2.41, -0.53, -1.34], [1.65, -1.16, -0.37], [4.27, -2.19, -1.09], [5.55, -2.31, -0.93], [5.77, -3.53, -0.36], [6.97, -4.15, -0.03], [6.89, -5.43, 0.48], [5.66, -6.06, 0.69], [4.46, -5.45, 0.38], [4.53, -4.18, -0.16], [3.57, -3.28, -0.59], [0.99, 3.11, -1.72], [-0.68, 2.55, -1.42], [0.05, 2.35, -3.03], [2.32, 2.20, -3.36], [5.40, -0.73, -2.89], [2.24, -1.75, 0.14], [7.91, -3.65, -0.20], [7.80, -5.97, 0.71], [5.65, -7.06, 1.09], [3.52, -5.95, 0.54], [2.62, -3.54, -0.83], [7.57, 1.98, 7.45], [6.69, 1.97, 6.73], [5.59, 1.96, 5.83], [4.67, 3.01, 5.83], [3.60, 3.00, 4.96], [3.43, 1.95, 4.06], [4.36, 0.90, 4.06], [5.42, 0.90, 4.93], [2.32, 1.93, 3.19], [1.35, 2.89, 3.07], [0.43, 2.42, 2.19], [0.81, 1.18, 1.76], [1.94, 0.92, 2.37], [4.80, 3.83, 6.52], [2.91, 3.82, 5.00], [4.26, 0.07, 3.37], [6.13, 0.09, 4.93], [1.36, 3.82, 3.60], [-0.46, 2.89, 1.83], [2.50, 0.02, 2.23]], "de_lowest_kcal_mol": 20.23, "homo_ev": -10.9, "charge": 1}



{"formula": "C4H5LiMgO2", "method": "the ωB97M-V functional and the def2-TZVPD basis", "species": ["H", "C", "C", "C", "C", "O", "O", "Li", "Mg", "H", "H", "H", "H"], "positions_angstrom": [[-3.36, -1.18, 0.80], [-1.31, 0.26, -0.18], [-0.76, -1.15, -0.32], [0.70, -0.97, -0.74], [0.90, 0.53, -0.76], [-1.63, 0.80, 0.88], [-0.54, 1.06, -0.98], [-0.66, 2.94, -1.44], [2.27, 2.06, -1.18], [-1.39, -1.72, -1.02], [-0.85, -1.66, 0.65], [0.87, -1.41, -1.73], [1.40, -1.44, -0.04]], "de_lowest_kcal_mol": 139.18, "homo_ev": [-11.7, -11.1], "multiplicity": 2, "charge": 1}



What did the second record say?
{"formula": "C5H7NO", "method": "the ωB97M-V functional and the def2-TZVPD basis", "species": ["C", "N", "C", "C", "C", "C", "O", "H", "H", "H", "H", "H", "H", "H"], "positions_angstrom": [[1.57, -0.94, 0.70], [0.37, -1.29, 0.52], [-0.64, -0.37, 1.00], [-1.35, 0.31, -0.19], [-0.47, 0.67, -1.37], [0.80, 0.99, -1.33], [1.94, 1.27, -1.33], [2.38, -1.53, 0.27], [1.86, -0.03, 1.24], [-0.21, 0.40, 1.67], [-1.38, -0.93, 1.58], [-1.87, 1.20, 0.19], [-2.13, -0.37, -0.57], [-0.87, 0.61, -2.37]], "de_lowest_kcal_mol": 47.46, "homo_ev": -8.8, "charge": 0, "smiles": "C=NCCC=C=O"}